# 1
Entry from the Open Molecules 2025 dataset: a molecular structure, C42H41ClCoO2P2 (ωB97M-V with the def2-TZVPD basis set).

Calculated values
gap between HOMO and LUMO (alpha / beta)	7.136 / 6.496	eV
multiplicity	4
HOMO (alpha / beta)	-7.1 / -7.1	eV
LUMO energy (alpha / beta)	0.0 / -0.6	eV
strongest force on any atom	1.8	eV Å⁻¹
energy	-4300.9971	Ha

Atoms and positions in Å:
Co  -2.884  -0.334  -0.772
C  1.387  2.196  -0.155
C  0.832  3.174  -0.901
C  0.910  3.344  -2.390
C  0.115  2.250  -3.127
C  0.971  1.058  -3.447
C  1.819  0.451  -2.608
C  2.965  1.202  -1.958
C  2.717  1.563  -0.496
C  -4.607  -0.199  0.261
H  1.010  1.935  0.836
H  0.295  3.964  -0.380
H  1.943  3.394  -2.754
H  0.488  4.337  -2.631
H  -0.750  1.966  -2.503
H  -0.289  2.635  -4.069
H  0.689  0.590  -4.397
H  1.919  -0.653  -2.553
H  3.211  2.113  -2.518
H  3.851  0.553  -1.990
H  2.832  0.658  0.110
H  3.478  2.281  -0.145
H  -4.387  -0.028  1.340
H  -5.109  -1.174  0.080
H  -5.191  0.640  -0.188
P  -6.119  4.144  -3.360
P  -6.252  2.173  -5.328
C  -5.288  4.622  -4.900
C  -5.475  3.718  -5.902
C  -7.252  5.621  -3.201
C  -7.073  6.816  -3.924
C  -8.003  7.857  -3.807
C  -9.099  7.724  -2.951
C  -9.244  6.569  -2.168
C  -8.330  5.517  -2.295
C  -4.838  4.405  -2.083
C  -3.940  3.368  -1.752
C  -2.882  3.618  -0.887
C  -2.781  4.854  -0.238
C  -3.679  5.877  -0.562
C  -4.685  5.659  -1.500
C  -7.641  2.137  -6.590
C  -8.619  3.155  -6.532
C  -9.598  3.241  -7.526
C  -9.623  2.298  -8.564
C  -8.672  1.274  -8.614
C  -7.688  1.189  -7.623
C  -5.070  0.949  -5.990
C  -5.295  -0.403  -5.668
C  -4.422  -1.384  -6.137
C  -3.314  -1.024  -6.915
C  -3.086  0.317  -7.224
C  -3.947  1.306  -6.746
H  -4.761  5.570  -5.001
H  -5.247  3.871  -6.961
H  -6.212  6.943  -4.581
H  -7.860  8.773  -4.388
H  -9.840  8.525  -2.889
H  -10.068  6.490  -1.458
H  -8.445  4.615  -1.689
H  -4.061  2.383  -2.192
H  -2.121  2.852  -0.723
H  -2.000  5.024  0.505
H  -3.592  6.856  -0.098
H  -5.350  6.475  -1.789
H  -8.592  3.897  -5.729
H  -10.337  4.046  -7.495
H  -10.393  2.365  -9.335
H  -8.685  0.542  -9.426
H  -6.939  0.399  -7.678
H  -6.154  -0.676  -5.057
H  -4.602  -2.429  -5.891
H  -2.618  -1.790  -7.261
H  -2.228  0.607  -7.834
H  -3.752  2.353  -6.966
Cl  4.127  -3.272  2.823
C  2.700  -2.642  2.082
C  1.751  -2.003  2.901
C  0.542  -1.622  2.324
C  0.316  -1.840  0.969
C  1.256  -2.485  0.157
C  2.490  -2.841  0.705
C  -0.966  -1.322  0.396
O  -1.768  -0.585  1.066
O  -1.286  -1.558  -0.842
H  1.942  -1.848  3.961
H  -0.240  -1.190  2.946
H  1.027  -2.736  -0.878
H  3.275  -3.310  0.107

Force components x, y, z for each atom (eV/Å):
Co 0.007 -0.381 1.479
C 0.357 0.789 -0.579
C 0.197 -0.429 1.001
C 0.102 1.269 -0.092
C 1.201 1.123 -0.623
C -1.412 -1.020 -0.101
C 1.339 -0.322 -0.660
C -0.353 0.251 1.099
C -0.223 -0.596 0.405
C 0.027 0.277 -0.825
H 0.207 0.711 0.037
H -0.849 -0.553 -0.035
H -0.349 -0.049 -0.053
H 0.032 -0.409 0.081
H 0.360 -0.201 -0.273
H -0.022 0.153 0.148
H -0.685 -0.789 0.732
H 0.259 0.664 -0.918
H -0.053 -0.546 0.060
H -0.189 0.135 -0.155
H 0.073 0.021 0.018
H -0.116 -0.301 -0.042
H -0.166 -0.167 -0.935
H 0.013 0.648 0.286
H 0.089 -0.658 0.544
P -0.722 0.880 1.076
P -0.777 -0.986 -1.234
C 0.013 -1.101 -1.099
C -0.021 0.965 1.228
C 0.351 0.213 0.386
C -0.491 -0.102 0.260
C 0.032 -0.215 0.045
C 0.107 -0.172 0.086
C 0.243 0.051 -0.221
C 0.152 0.384 -0.372
C 0.324 0.309 -0.093
C -0.219 0.675 -0.159
C -0.055 0.052 0.211
C -0.143 0.136 -0.305
C 0.172 -0.245 0.175
C 0.312 0.048 0.247
C 0.264 0.000 -0.175
C 0.209 -0.312 -0.297
C 0.180 -0.268 0.043
C 0.076 -0.013 0.076
C -0.087 0.196 0.318
C -0.260 0.299 -0.124
C 0.083 -0.180 -0.276
C 0.408 0.191 -0.331
C 0.089 0.246 -0.059
C -0.112 0.013 0.090
C 0.040 0.053 0.150
C -0.118 -0.539 0.001
H -0.073 -0.162 -0.212
H 0.170 0.124 0.380
H -0.341 -0.028 0.172
H -0.104 -0.321 0.207
H 0.275 -0.246 0.048
H 0.201 0.005 -0.254
H 0.019 0.228 -0.240
H -0.001 0.043 -0.118
H -0.267 0.159 0.183
H -0.150 -0.032 -0.279
H 0.041 -0.156 0.013
H 0.187 -0.228 0.171
H 0.010 -0.201 -0.215
H 0.240 -0.311 0.000
H 0.237 -0.002 0.202
H -0.044 0.251 0.259
H -0.180 0.231 0.021
H 0.134 0.051 -0.100
H 0.064 0.175 -0.048
H -0.241 0.214 0.050
H -0.202 -0.150 0.197
H 0.031 -0.259 -0.038
Cl 0.258 0.074 -0.028
C -0.667 0.374 -0.184
C 0.083 -0.433 -0.661
C 0.484 -0.065 0.287
C -0.639 0.020 -0.291
C 0.382 0.098 0.382
C -0.196 -0.105 0.557
C -1.380 0.761 -0.618
O 1.445 -0.770 -0.691
O 0.517 0.087 0.727
H 0.007 -0.125 -0.265
H 0.170 0.091 -0.297
H 0.002 0.336 0.217
H -0.362 0.075 0.220

***

# 2
Entry from the Open Molecules 2025 dataset: a molecular structure, C42H41ClIrO2P2 (ωB97M-V with the def2-TZVPD basis set).

Calculated values
gap between HOMO and LUMO (alpha / beta)	6.978 / 3.375	eV
energy relative to the best compared isomer or geometry (same formula, charge and spin)	0.0000	eV
multiplicity	6
HOMO (alpha / beta)	-12.3 / -13.2	eV
LUMO energy (alpha / beta)	-5.4 / -9.8	eV
net charge	+2
strongest force on any atom	7.6	eV Å⁻¹
energy	-3021.9239	Ha

Atoms and positions in Å:
Ir  0.277  0.046  1.923
C  -1.585  0.881  -5.161
C  -1.596  -0.398  -4.769
C  -0.772  -1.504  -5.370
C  0.604  -1.117  -5.965
C  1.472  -0.289  -5.056
C  1.500  1.047  -4.975
C  0.652  1.997  -5.769
C  -0.733  1.487  -6.242
C  2.022  0.475  3.061
H  -2.291  1.589  -4.705
H  -2.330  -0.726  -4.021
H  -1.343  -2.026  -6.158
H  -0.583  -2.252  -4.583
H  1.140  -2.069  -6.103
H  0.480  -0.696  -6.970
H  2.177  -0.880  -4.457
H  2.265  1.536  -4.357
H  1.201  2.349  -6.659
H  0.472  2.890  -5.150
H  -1.272  2.387  -6.578
H  -0.621  0.854  -7.130
H  1.828  1.369  3.676
H  2.986  0.598  2.540
H  2.113  -0.396  3.735
P  -1.246  -0.567  0.339
P  1.747  0.087  0.388
C  -0.299  -0.744  -1.178
C  1.044  -0.630  -1.104
C  -2.182  -2.115  0.509
C  -2.523  -2.895  -0.606
C  -3.301  -4.047  -0.439
C  -3.710  -4.445  0.836
C  -3.330  -3.695  1.955
C  -2.567  -2.538  1.791
C  -2.435  0.792  0.048
C  -1.961  2.111  0.041
C  -2.842  3.160  -0.232
C  -4.189  2.898  -0.505
C  -4.665  1.582  -0.473
C  -3.792  0.528  -0.186
C  3.247  -0.932  0.656
C  3.105  -2.200  1.235
C  4.227  -3.021  1.377
C  5.487  -2.566  0.971
C  5.638  -1.270  0.470
C  4.518  -0.442  0.325
C  2.275  1.792  -0.037
C  2.439  2.781  0.946
C  3.028  4.002  0.604
C  3.374  4.272  -0.722
C  3.110  3.325  -1.721
C  2.551  2.093  -1.376
H  -0.843  -0.961  -2.103
H  1.756  -0.974  -1.864
H  -2.194  -2.601  -1.602
H  -3.589  -4.631  -1.313
H  -4.320  -5.342  0.964
H  -3.629  -4.009  2.955
H  -2.265  -1.957  2.663
H  -0.909  2.316  0.257
H  -2.472  4.184  -0.237
H  -4.867  3.717  -0.744
H  -5.716  1.372  -0.673
H  -4.161  -0.498  -0.152
H  2.122  -2.538  1.572
H  4.109  -4.018  1.798
H  6.353  -3.219  1.060
H  6.625  -0.897  0.188
H  4.632  0.575  -0.054
H  2.138  2.582  1.974
H  3.230  4.739  1.384
H  3.840  5.218  -0.983
H  3.351  3.535  -2.762
H  2.346  1.352  -2.149
Cl  -2.410  0.571  9.888
C  -1.979  0.199  8.276
C  -1.395  -1.047  7.981
C  -1.026  -1.333  6.665
C  -1.239  -0.387  5.660
C  -1.824  0.848  5.954
C  -2.195  1.145  7.262
C  -0.744  -0.653  4.271
O  -0.159  -1.702  3.927
O  -0.948  0.340  3.430
H  -1.236  -1.770  8.774
H  -0.566  -2.288  6.415
H  -1.975  1.571  5.157
H  -2.651  2.100  7.489

Force components x, y, z for each atom (eV/Å):
Ir -2.126 0.223 4.840
C -0.285 -0.252 0.318
C -0.244 0.343 -0.368
C 0.303 -0.203 0.090
C -0.041 -0.663 -0.098
C 0.212 0.337 0.174
C 0.273 -0.370 -0.207
C -0.347 0.266 0.004
C 0.031 0.574 -0.294
C 1.540 -0.026 0.914
H 0.281 -0.395 0.038
H 0.188 0.261 -0.188
H 0.084 0.136 0.328
H -0.116 0.042 -0.156
H -0.165 0.238 -0.173
H 0.204 -0.007 0.444
H -0.146 0.344 -0.106
H -0.268 -0.305 -0.099
H -0.070 -0.082 0.326
H 0.142 -0.147 -0.135
H 0.174 -0.280 -0.119
H -0.197 0.116 0.392
H -0.411 -0.190 -0.354
H -0.554 -0.058 0.269
H -0.208 0.048 -0.414
P -1.264 -1.324 -2.719
P 3.609 -0.320 -4.700
C -7.323 -0.698 -0.379
C 7.504 0.886 0.327
C -0.002 -0.164 0.645
C -0.125 -0.108 0.016
C 0.160 0.272 0.043
C 0.153 0.241 0.075
C 0.075 0.090 -0.150
C -0.198 -0.031 -0.013
C 0.150 0.028 0.315
C -0.225 0.203 0.021
C 0.175 -0.145 -0.005
C 0.200 -0.248 0.049
C 0.300 -0.096 0.032
C -0.150 -0.044 0.019
C 0.076 0.358 0.240
C 0.204 -0.092 -0.168
C -0.185 0.206 -0.068
C -0.241 0.193 0.017
C -0.242 0.038 0.015
C 0.026 -0.199 -0.130
C -0.265 0.467 0.369
C 0.279 0.046 -0.094
C -0.125 -0.075 0.088
C -0.116 -0.350 -0.062
C -0.121 -0.089 0.370
C 0.140 -0.056 -0.191
H 0.248 0.552 0.216
H -0.461 -0.330 0.446
H -0.161 -0.130 0.180
H 0.107 0.158 0.227
H 0.215 0.284 -0.065
H 0.090 0.086 -0.292
H -0.199 -0.218 -0.219
H -0.214 0.067 -0.154
H -0.107 -0.252 -0.009
H 0.193 -0.219 0.116
H 0.312 0.049 0.055
H 0.055 0.312 -0.023
H 0.232 -0.085 -0.132
H 0.071 0.238 -0.081
H -0.201 0.160 0.008
H -0.335 -0.135 0.103
H 0.019 -0.284 0.042
H 0.256 0.267 -0.345
H -0.160 -0.212 -0.290
H -0.099 -0.170 0.073
H -0.070 -0.040 0.263
H 0.111 0.191 0.132
Cl -0.033 -0.001 0.035
C 0.269 -0.216 -0.682
C -0.043 0.202 -0.531
C -0.114 -0.028 0.627
C 0.484 -0.276 -0.850
C -0.133 0.101 0.438
C 0.110 -0.289 -0.299
C -0.566 -0.347 2.304
O -0.139 1.551 -0.979
O -0.352 -0.072 -0.038
H -0.021 0.115 -0.105
H -0.096 0.210 0.107
H -0.028 -0.094 0.239
H 0.038 -0.086 0.095

***

- Among the records above, which one has the highest energy?
  C42H41ClIrO2P2